DFT (ωB97M-V/def2-TZVPD) results for a 11-piece molecular cluster, C39H100O33S9 overall.

Structure (XYZ):
```
181
C39H100O33S9 | the Open Molecules 2025 dataset | ωB97M-V/def2-TZVPD
S 2.74 6.14 -2.89
S 0.53 -2.04 6.64
S -4.26 1.49 -5.23
S -3.75 -7.52 2.57
S -3.07 -6.24 -2.24
S -4.71 0.82 1.69
S 3.23 2.95 1.20
S -2.69 4.62 5.34
S 4.18 0.48 -3.26
O 1.18 6.21 -2.21
O -2.50 -6.76 -3.49
O -0.70 -0.80 -0.67
O -2.45 -7.40 1.88
O 0.56 -2.20 5.20
O -0.48 -0.76 7.12
O 4.54 2.58 0.66
O -4.77 2.83 -4.31
O -4.14 -6.94 -1.58
O 3.46 7.37 -2.51
O 4.11 -0.46 -4.39
O -1.69 4.95 3.98
O -4.05 -6.16 3.53
O 2.09 3.57 0.42
O -4.11 -8.67 3.42
O -5.67 1.05 0.62
O 8.15 -3.69 -3.52
O 0.43 -3.20 7.49
O -3.00 1.74 -5.89
O 2.50 1.56 1.74
O -4.49 0.24 -4.46
O -3.85 5.51 5.23
O -0.72 -3.36 0.89
O 5.32 -4.82 -3.24
O -0.91 1.96 -2.34
O 3.43 1.70 -3.27
O 2.55 5.83 -4.35
O -3.59 -4.70 -2.35
O -3.72 2.18 1.69
O 3.12 -3.19 -2.18
O -3.96 -0.41 1.79
O -2.82 3.17 5.46
O 5.80 0.96 -3.08
C -0.58 0.33 6.25
C 3.52 4.65 -2.06
C -4.30 3.46 1.62
C 2.91 -0.05 3.43
C -3.46 -4.97 3.07
C -5.55 1.59 -6.53
C -0.06 1.63 -1.17
C -0.99 5.57 -1.80
C 6.14 1.78 -2.03
C 8.64 -2.49 -4.09
C -1.61 -2.23 1.07
C 7.50 2.52 -2.22
C -1.60 5.22 6.67
C -0.52 4.18 3.85
C -2.24 1.57 -2.01
C 3.48 3.65 2.93
C -1.60 0.00 5.17
C -2.05 -2.87 -2.47
C 0.29 0.06 -1.10
C -4.16 4.06 -4.59
C -2.85 -3.90 -3.32
C 4.56 -3.98 -4.14
C -4.16 3.91 0.18
C 3.31 0.48 2.07
C 0.36 -3.50 1.79
C 0.22 5.27 -2.67
C 3.81 -0.34 -1.65
C -3.96 -4.01 4.08
C 6.51 -5.36 -3.75
C -5.12 -7.28 1.28
C -1.57 -6.10 -1.13
C -5.53 1.24 3.33
C -0.69 3.32 2.59
C 1.87 -3.21 -1.56
C -0.97 -0.77 0.72
C 3.11 -3.78 -3.51
C 7.55 -4.53 -4.49
C -5.22 5.10 -4.81
C 2.16 -1.10 7.06
H -0.48 1.91 -0.20
H 3.18 -0.35 1.37
H 9.24 -1.88 -3.42
H 8.25 -5.19 -5.00
H -2.04 -2.12 2.07
H 3.94 0.34 -0.81
H 2.95 -1.81 6.83
H 1.26 -2.64 -2.26
H -3.47 -3.30 -3.99
H 2.78 3.86 -1.94
H -1.82 -5.63 -0.18
H 1.19 -4.03 1.31
H 7.60 3.42 -1.61
H -6.07 -7.43 1.80
H 2.03 -0.78 8.09
H 3.38 -1.02 3.62
H -3.41 4.12 -5.38
H -3.53 -4.29 5.04
H 8.24 1.73 -2.07
H -2.04 5.23 7.67
H 7.07 -5.79 -2.91
H -0.75 5.15 -0.82
H -5.81 4.90 -5.70
H -1.39 6.24 6.34
H -5.03 -4.13 4.29
H 2.37 -0.22 6.46
H -1.16 6.64 -1.70
H -5.25 0.89 -7.31
H -4.59 4.90 0.04
H 6.17 -6.16 -4.40
H -0.03 -4.00 2.68
H -4.89 6.14 -4.87
H 2.80 -0.66 -1.88
H -3.77 4.23 2.19
H -0.01 5.47 -3.72
H -3.08 3.94 -0.02
H 6.17 1.32 -1.03
H -6.38 1.90 3.17
H -1.28 3.79 1.81
H -2.84 1.87 -2.87
H -5.03 -6.28 0.86
H 4.54 -1.15 -1.58
H 4.44 3.22 3.21
H -2.78 -2.25 -1.95
H -2.47 -0.50 5.60
H 0.72 -2.56 2.19
H 1.53 -4.22 -1.36
H -1.28 -0.63 4.34
H -1.93 0.96 4.76
H 2.34 -3.29 -4.11
H -4.92 1.87 3.97
H -4.93 -8.05 0.54
H 0.36 4.82 3.78
H -0.86 1.18 6.87
H 0.51 4.25 -2.43
H -5.91 5.09 -3.96
H -2.48 -2.48 0.46
H -2.32 0.49 -1.94
H 4.36 4.33 -2.67
H 0.55 -0.35 -2.07
H -1.94 5.17 -2.16
H 9.23 -2.83 -4.94
H 2.75 -4.81 -3.49
H -1.52 0.11 1.02
H -0.05 -0.76 1.30
H -3.82 -4.60 2.11
H -6.58 1.44 -6.19
H 7.02 -4.02 -5.29
H 3.71 4.71 2.87
H 1.19 0.04 -0.47
H 4.52 -4.36 -5.16
H -3.46 4.25 -3.77
H -2.04 -4.43 -3.82
H -2.60 2.20 -1.20
H 0.40 0.59 5.84
H -2.37 -5.03 3.08
H 0.25 2.94 2.18
H -3.81 -2.97 3.81
H -0.26 3.63 4.76
H -4.79 3.29 -0.46
H -0.65 4.69 6.67
H 1.85 -0.22 3.60
H 3.88 5.05 -1.11
H -5.33 3.53 1.96
H 1.92 -2.66 -0.62
H -1.43 -3.32 -1.70
H -0.74 -5.62 -1.65
H 5.01 -2.99 -4.09
H -1.19 2.36 2.72
H -1.45 -2.22 -3.11
H 7.84 -1.87 -4.50
H -1.28 -7.14 -1.01
H 3.23 0.65 4.21
H 4.37 0.66 1.89
H 7.67 2.86 -3.25
H 0.89 2.17 -1.22
H -5.85 0.38 3.92
H 5.36 2.46 -1.72
H -5.48 2.60 -6.95
H 2.64 3.47 3.60
```

Computed properties:
Multiplicity   2
Kohn-Sham gap (alpha / beta)   2.3 / 9.0 eV
Energy   -207135.7564 eV
Total charge   -1
<S²>   0.75
Highest occupied orbital energy (alpha / beta)   -0.8 / -7.5 eV
Max |F|   4.04 eV/Å
LUMO energy (alpha / beta)   0.0562 / 0.0562 Ha